1.
This record from the OMol25 dataset describes 3 unconnected molecules or ions with the total composition C5H16O3 at a distorted geometry. The level of theory is the ωB97M-V functional and the def2-TZVPD basis.

Calculated values
**ΔE to the lowest compared entry with this formula, charge and spin**: 67.7 kJ/mol
**Energy**: -11586.1978 eV
**HOMO-LUMO gap**: 11.14 eV
**SMILES**: CC(C)CCO.O.O
**Molecular weight**: 124.18 g/mol
**E_HOMO**: -10.77 eV
**Lowest unoccupied orbital energy**: 0.4 eV

Element x y z (Å)
C (1.916, -1.475, -0.558)
C (2.159, -0.047, 0.079)
C (3.165, -0.265, 1.221)
C (0.833, 0.581, 0.473)
C (-0.238, 0.572, -0.611)
O (-1.535, 0.067, -0.232)
H (0.868, -1.738, -0.521)
H (2.285, -1.425, -1.589)
H (2.450, -2.279, -0.075)
H (2.683, 0.569, -0.664)
H (2.963, -1.147, 1.854)
H (3.108, 0.611, 1.879)
H (4.195, -0.434, 0.915)
H (0.363, 0.034, 1.275)
H (1.056, 1.579, 0.889)
H (-0.360, 1.527, -1.112)
H (0.060, -0.044, -1.461)
H (-1.873, 0.839, 0.201)
O (-3.383, -2.565, -0.292)
H (-3.488, -3.103, 0.517)
H (-2.530, -2.145, -0.159)
O (-4.942, 3.657, -0.989)
H (-5.643, 3.275, -0.425)
H (-4.114, 3.357, -0.613)

2.
This record from the OMol25 dataset describes a molecular structure, C5H17AuN5S at a distorted geometry. The level of theory is the ωB97M-V functional and the def2-TZVPD basis.

Calculated values
**ΔE to the lowest compared entry with this formula, charge and spin**: 56.7 kJ/mol
**Energy**: -27408.3433 eV
**HOMO-LUMO gap**: 7.20 eV
**Charge**: +3
**Molecular weight**: 376.26 g/mol
**E_HOMO**: -21.25 eV
**Lowest unoccupied orbital energy**: -14.1 eV

Element x y z (Å)
Au (-0.519, 0.304, 0.366)
N (-0.603, -1.743, 0.310)
C (-0.084, -2.394, -0.967)
C (1.432, -2.540, -0.985)
C (2.173, -1.606, -1.945)
C (1.973, -0.098, -1.751)
N (1.602, 0.238, -0.327)
H (-0.158, -2.175, 1.123)
H (-1.600, -1.958, 0.396)
H (-0.464, -1.808, -1.807)
H (-0.608, -3.353, -0.987)
H (1.674, -3.561, -1.282)
H (1.821, -2.475, 0.039)
H (1.876, -1.836, -2.969)
H (3.235, -1.837, -1.880)
H (1.215, 0.336, -2.400)
H (2.900, 0.434, -1.969)
H (1.896, 1.178, -0.075)
H (2.045, -0.408, 0.323)
N (-0.784, 2.387, 0.321)
N (-1.824, 2.850, 1.171)
C (-2.266, 2.102, 2.196)
N (-3.137, 2.587, 3.034)
S (-1.634, 0.497, 2.445)
H (0.066, 2.928, 0.516)
H (-1.065, 2.610, -0.640)
H (-2.187, 3.775, 0.960)
H (-3.439, 3.557, 3.016)
H (-3.538, 2.010, 3.767)

3.
This record from the OMol25 dataset describes a molecular structure, C5H17FeIN2 at a distorted geometry. The level of theory is the ωB97M-V functional and the def2-TZVPD basis.

Calculated values
**ΔE to the lowest compared entry with this formula, charge and spin**: 0.0 kJ/mol
**Energy**: -50929.1472 eV
**HOMO-LUMO gap (alpha / beta)**: 7.57 / 8.17 eV
**Molecular weight**: 287.95 g/mol
**2S+1**: 5
**E_HOMO (alpha / beta)**: -7.33 / -7.96 eV
**Lowest unoccupied orbital energy (alpha / beta)**: 0.2 / 0.2 eV

Element x y z (Å)
C (0.818, -0.638, -4.000)
C (0.789, 0.870, -4.288)
H (1.848, -1.016, -3.998)
H (0.277, -1.175, -4.793)
H (0.368, -0.928, -3.044)
H (1.146, 1.482, -3.458)
H (1.439, 1.061, -5.149)
H (-0.215, 1.203, -4.560)
Fe (-0.129, -0.200, 0.461)
C (-0.468, 1.597, -0.324)
H (0.518, 2.090, -0.407)
H (-1.164, 2.215, 0.270)
H (-0.882, 1.413, -1.334)
I (0.155, -2.286, -0.787)
N (1.014, -0.552, 2.288)
C (0.137, -1.175, 3.323)
C (-1.052, -0.282, 3.495)
N (-1.514, 0.107, 2.146)
H (1.794, -1.168, 2.069)
H (1.433, 0.301, 2.675)
H (-0.157, -2.164, 2.958)
H (0.689, -1.263, 4.261)
H (-1.850, -0.817, 4.007)
H (-0.806, 0.608, 4.082)
H (-2.382, -0.367, 1.929)
H (-1.807, 1.085, 2.178)

4.
This record from the OMol25 dataset describes 2 unconnected molecules or ions with the total composition C5H17N2O at a distorted geometry. The level of theory is the ωB97M-V functional and the def2-TZVPD basis.

Calculated values
**ΔE to the lowest compared entry with this formula, charge and spin**: 134.4 kJ/mol
**Energy**: -10484.9031 eV
**HOMO-LUMO gap (alpha / beta)**: 3.53 / 10.04 eV
**Molecular weight**: 121.20 g/mol
**2S+1**: 2
**E_HOMO (alpha / beta)**: -2.87 / -9.48 eV
**Lowest unoccupied orbital energy (alpha / beta)**: 0.7 / 0.6 eV

Element x y z (Å)
C (-2.053, 1.756, 0.266)
C (-0.758, 0.991, 0.469)
C (0.306, 1.312, -0.571)
C (1.447, 0.271, -0.667)
C (1.254, -0.701, -1.865)
N (1.661, -2.073, -1.626)
N (-1.134, -0.490, 0.529)
H (-2.969, 1.217, 0.518)
H (-2.153, 2.717, 0.769)
H (-2.161, 1.946, -0.794)
H (-0.296, 1.159, 1.437)
H (-0.044, 1.545, -1.578)
H (0.718, 2.265, -0.216)
H (2.377, 0.809, -0.834)
H (1.583, -0.231, 0.294)
H (1.752, -0.268, -2.708)
H (0.183, -0.728, -2.100)
H (2.616, -2.225, -1.870)
H (1.625, -2.358, -0.652)
H (-0.390, -1.069, 0.106)
H (-1.124, -0.828, 1.525)
H (-1.959, -0.686, -0.041)
H (0.588, -1.742, 3.044)
H (-0.809, -1.315, 3.687)
O (-0.260, -1.274, 2.878)

5.
This record from the OMol25 dataset describes 2 unconnected molecules or ions with the total composition C5H17N2O at a distorted geometry. The level of theory is the ωB97M-V functional and the def2-TZVPD basis.

Calculated values
**ΔE to the lowest compared entry with this formula, charge and spin**: 121.9 kJ/mol
**Energy**: -10481.6711 eV
**HOMO-LUMO gap**: 9.93 eV
**Charge**: +1
**Molecular weight**: 121.20 g/mol
**E_HOMO**: -12.84 eV
**Lowest unoccupied orbital energy**: -2.9 eV

Element x y z (Å)
C (-1.350, 0.325, 0.782)
N (-0.959, -0.167, -0.522)
C (-1.183, 0.643, -1.751)
C (-1.631, -0.200, -2.919)
C (-0.433, -0.277, 1.854)
N (0.970, -0.296, 1.435)
C (1.903, -0.996, 2.347)
H (-1.392, 1.403, 0.705)
H (-2.355, 0.023, 1.195)
H (-1.478, -1.032, -0.664)
H (-1.791, 1.515, -1.460)
H (-0.211, 1.119, -1.923)
H (-0.979, -1.071, -3.129)
H (-1.524, 0.462, -3.795)
H (-2.661, -0.539, -2.884)
H (-0.849, -1.246, 2.181)
H (-0.555, 0.298, 2.779)
H (1.273, 0.669, 1.267)
H (1.053, -0.647, 0.463)
H (2.846, -0.454, 2.309)
H (1.989, -2.063, 2.108)
H (1.647, -0.933, 3.402)
H (3.073, 1.460, -0.720)
H (2.121, 1.188, -1.940)
O (2.476, 0.816, -1.119)

6.
This record from the OMol25 dataset describes 2 unconnected molecules or ions with the total composition C5H17N2O at a distorted geometry. The level of theory is the ωB97M-V functional and the def2-TZVPD basis.

Calculated values
**ΔE to the lowest compared entry with this formula, charge and spin**: 98.9 kJ/mol
**Energy**: -10481.9091 eV
**HOMO-LUMO gap**: 10.44 eV
**Charge**: +1
**Molecular weight**: 121.20 g/mol
**E_HOMO**: -13.12 eV
**Lowest unoccupied orbital energy**: -2.7 eV

Element x y z (Å)
C (-1.065, 0.409, -0.920)
N (-0.806, 1.511, -0.005)
C (-1.925, 2.037, 0.786)
C (0.223, -0.485, -0.980)
N (0.306, -1.093, 0.359)
C (1.419, -2.084, 0.546)
C (0.033, -1.499, -2.126)
H (-1.404, 0.674, -1.929)
H (-1.947, -0.111, -0.533)
H (-0.272, 2.240, -0.434)
H (-2.862, 1.755, 0.305)
H (-1.918, 1.742, 1.834)
H (-1.886, 3.126, 0.791)
H (1.011, 0.221, -1.221)
H (-0.570, -1.550, 0.593)
H (0.332, -0.361, 1.087)
H (1.335, -2.518, 1.544)
H (1.457, -2.771, -0.281)
H (2.296, -1.461, 0.736)
H (-0.461, -1.053, -2.977)
H (0.983, -1.978, -2.341)
H (-0.601, -2.288, -1.699)
H (1.069, 1.523, 1.223)
H (2.003, 1.640, 2.483)
O (1.597, 1.017, 1.858)

7.
This record from the OMol25 dataset describes 2 unconnected molecules or ions with the total composition C5H17N2O2 at a distorted geometry. The level of theory is the ωB97M-V functional and the def2-TZVPD basis.

Calculated values
**ΔE to the lowest compared entry with this formula, charge and spin**: 185.7 kJ/mol
**Energy**: -12528.7047 eV
**HOMO-LUMO gap**: 10.40 eV
**Charge**: +1
**Molecular weight**: 137.20 g/mol
**E_HOMO**: -13.31 eV
**Lowest unoccupied orbital energy**: -2.9 eV

Element x y z (Å)
C (1.047, 0.815, 0.195)
N (-0.333, 0.529, 0.616)
C (-0.637, 0.811, 2.047)
C (-1.770, 1.775, 2.247)
O (-1.443, 3.104, 1.813)
C (1.441, -0.216, -0.906)
N (0.519, -1.417, -0.861)
C (1.245, -2.728, -0.800)
H (1.077, 1.784, -0.283)
H (1.742, 0.700, 1.025)
H (-0.901, 1.135, 0.049)
H (-0.935, -0.151, 2.491)
H (0.297, 0.987, 2.585)
H (-2.680, 1.407, 1.773)
H (-1.987, 1.840, 3.310)
H (-0.672, 3.355, 2.329)
H (2.436, -0.614, -0.730)
H (1.527, 0.197, -1.905)
H (-0.068, -1.237, -0.029)
H (0.016, -1.455, -1.746)
H (1.245, -3.120, 0.215)
H (2.286, -2.607, -0.965)
H (0.733, -3.454, -1.420)
H (-1.293, 0.171, -4.148)
H (-1.786, -0.914, -3.126)
O (-1.106, -0.697, -3.776)

8.
This record from the OMol25 dataset describes a gas-phase ion, C5H17N2Si (charge +1) at a distorted geometry. The level of theory is the ωB97M-V functional and the def2-TZVPD basis.

Calculated values
**ΔE to the lowest compared entry with this formula, charge and spin**: 158.3 kJ/mol
**Energy**: -16311.0649 eV
**HOMO-LUMO gap**: 10.90 eV
**SMILES**: C[Si](C)(C)[C@H]([NH3+])CN
**Charge**: +1
**Molecular weight**: 133.29 g/mol
**E_HOMO**: -13.81 eV
**Lowest unoccupied orbital energy**: -2.9 eV

Element x y z (Å)
C (2.077, -0.982, 1.626)
Si (1.222, 0.096, 0.050)
C (1.667, 1.977, 0.120)
C (1.275, -0.520, -1.773)
C (-0.733, -0.351, 0.399)
N (-1.543, -1.300, -0.780)
C (-1.713, 0.803, 0.426)
N (-3.052, 0.366, 0.328)
H (3.045, -0.715, 1.851)
H (1.456, -0.967, 2.489)
H (2.246, -1.964, 1.155)
H (1.091, 2.689, -0.602)
H (1.395, 2.517, 1.028)
H (2.676, 1.987, 0.024)
H (2.277, -0.599, -2.198)
H (0.926, -1.611, -1.804)
H (0.763, 0.246, -2.381)
H (-0.948, -1.035, 1.188)
H (-1.421, -2.353, -0.619)
H (-2.495, -0.969, -0.470)
H (-1.123, -1.008, -1.721)
H (-1.442, 1.333, 1.381)
H (-1.626, 1.646, -0.423)
H (-3.835, 0.969, -0.116)
H (-3.422, -0.086, 1.147)

9.
This record from the OMol25 dataset describes a gas-phase ion, C5H17N6 (charge +1) at a distorted geometry. The level of theory is the ωB97M-V functional and the def2-TZVPD basis.

Calculated values
**ΔE to the lowest compared entry with this formula, charge and spin**: 49.3 kJ/mol
**Energy**: -14388.6505 eV
**HOMO-LUMO gap (alpha / beta)**: 6.37 / 6.36 eV
**SMILES**: [H]/N=[NH+]/NCNCCN(C)NC
**Charge**: +1
**Molecular weight**: 161.23 g/mol
**E_HOMO (alpha / beta)**: -11.16 / -11.15 eV
**Lowest unoccupied orbital energy (alpha / beta)**: -4.8 / -4.8 eV

Element x y z (Å)
H (0.583, -3.028, -0.015)
N (0.764, -2.117, -0.419)
N (1.844, -1.625, -0.070)
N (2.326, -0.635, -0.780)
C (2.594, 0.599, -0.061)
N (1.578, 1.107, 0.779)
C (0.621, 1.949, 0.039)
C (-0.941, 1.601, 0.250)
N (-1.372, 0.238, -0.173)
C (-1.231, 0.050, -1.608)
N (-1.015, -0.822, 0.718)
C (-2.126, -1.679, 0.955)
H (2.516, -2.012, 0.576)
H (1.582, -0.618, -1.584)
H (3.028, 1.459, -0.549)
H (3.345, 0.240, 0.702)
H (1.823, 1.445, 1.671)
H (0.928, 1.718, -1.015)
H (0.910, 2.949, 0.191)
H (-1.265, 1.732, 1.274)
H (-1.485, 2.172, -0.448)
H (-0.470, 0.962, -2.039)
H (-0.761, -0.900, -1.871)
H (-2.214, 0.162, -2.048)
H (-0.576, -0.416, 1.613)
H (-3.046, -1.319, 1.581)
H (-2.390, -2.001, -0.095)
H (-1.882, -2.637, 1.349)

10.
This record from the OMol25 dataset describes 3 unconnected molecules or ions with the total composition C5H17NO2 at a distorted geometry. The level of theory is the ωB97M-V functional and the def2-TZVPD basis.

Calculated values
**ΔE to the lowest compared entry with this formula, charge and spin**: 88.5 kJ/mol
**Energy**: -11045.3393 eV
**HOMO-LUMO gap**: 9.19 eV
**SMILES**: CC(C)CCN.O.O
**Molecular weight**: 123.20 g/mol
**E_HOMO**: -8.95 eV
**Lowest unoccupied orbital energy**: 0.2 eV

Element x y z (Å)
C (-0.706, -0.496, 2.375)
C (-0.479, -0.786, 0.891)
C (-0.206, -2.341, 0.878)
C (0.759, -0.146, 0.295)
C (1.200, -0.686, -1.091)
N (0.192, -0.696, -2.141)
H (-1.647, -0.929, 2.723)
H (0.107, -0.854, 3.012)
H (-0.825, 0.593, 2.526)
H (-1.433, -0.616, 0.377)
H (-0.825, -2.879, 1.587)
H (-0.310, -2.665, -0.162)
H (0.835, -2.591, 1.110)
H (0.707, 0.950, 0.250)
H (1.501, -0.222, 1.115)
H (1.959, 0.018, -1.454)
H (1.593, -1.685, -0.958)
H (-0.701, -1.123, -1.936)
H (0.091, 0.251, -2.469)
O (1.137, 3.033, -1.901)
H (0.412, 3.113, -1.261)
H (0.693, 2.468, -2.516)
O (-1.206, 2.410, -0.522)
H (-1.962, 2.873, -0.876)
H (-0.884, 3.007, 0.148)

What did the first record say?
This record from the OMol25 dataset describes 3 unconnected molecules or ions with the total composition C5H16O3 at a distorted geometry. The level of theory is the ωB97M-V functional and the def2-TZVPD basis.

Calculated values
**ΔE to the lowest compared entry with this formula, charge and spin**: 67.7 kJ/mol
**Energy**: -11586.1978 eV
**HOMO-LUMO gap**: 11.14 eV
**SMILES**: CC(C)CCO.O.O
**Molecular weight**: 124.18 g/mol
**E_HOMO**: -10.77 eV
**Lowest unoccupied orbital energy**: 0.4 eV

Element x y z (Å)
C (1.916, -1.475, -0.558)
C (2.159, -0.047, 0.079)
C (3.165, -0.265, 1.221)
C (0.833, 0.581, 0.473)
C (-0.238, 0.572, -0.611)
O (-1.535, 0.067, -0.232)
H (0.868, -1.738, -0.521)
H (2.285, -1.425, -1.589)
H (2.450, -2.279, -0.075)
H (2.683, 0.569, -0.664)
H (2.963, -1.147, 1.854)
H (3.108, 0.611, 1.879)
H (4.195, -0.434, 0.915)
H (0.363, 0.034, 1.275)
H (1.056, 1.579, 0.889)
H (-0.360, 1.527, -1.112)
H (0.060, -0.044, -1.461)
H (-1.873, 0.839, 0.201)
O (-3.383, -2.565, -0.292)
H (-3.488, -3.103, 0.517)
H (-2.530, -2.145, -0.159)
O (-4.942, 3.657, -0.989)
H (-5.643, 3.275, -0.425)
H (-4.114, 3.357, -0.613)